{"formula": "C5H13NO", "method": "ωB97M-V/def2-TZVPD", "species": ["C", "C", "C", "N", "C", "C", "H", "H", "H", "H", "H", "H", "H", "H", "H", "H", "H", "H", "H", "O"], "positions_angstrom": [[-2.368081, -1.066161, 0.006892], [-0.907759, -1.385527, -0.169895], [-0.164365, -0.747070, -1.083309], [1.240170, -0.614197, -1.109076], [1.735473, 0.649516, -0.542853], [2.476981, 0.433022, 0.771730], [-2.636385, -0.279358, -0.695067], [-2.534187, -0.734484, 1.032736], [-3.060571, -1.867367, -0.276074], [-0.420426, -2.125318, 0.461788], [-0.648880, 0.023163, -1.681934], [1.612516, -1.362383, -0.532339], [2.362719, 1.151980, -1.280565], [0.895409, 1.313367, -0.307074], [2.524116, 1.317375, 1.395581], [1.916211, -0.204573, 1.451073], [3.456779, 0.032574, 0.555200], [-2.299131, 2.208435, 1.195629], [-1.408870, 1.181857, 0.414456], [-1.771717, 2.075149, 0.393099]], "forces_ev_per_angstrom": [[0.0, -0.5, -0.8], [0.2, -0.2, -0.6], [-0.2, 1.6, 1.1], [0.1, -1.3, 0.0], [-0.5, 0.6, 0.3], [-0.4, 0.0, 0.0], [0.0, 0.3, 0.2], [-0.3, -0.1, 0.0], [0.2, -0.2, 0.5], [-0.1, 0.1, 0.2], [-0.1, -0.2, -0.2], [0.2, -0.1, -0.2], [0.1, 0.1, 0.1], [0.0, -0.1, -0.4], [0.5, 0.6, -0.4], [-0.1, -0.7, -0.3], [0.3, -0.2, 0.4], [0.3, -0.3, -0.3], [-0.1, 0.0, 0.2], [-0.1, 0.3, 0.1]], "largest_force_ev_per_a": 1.974, "gap_ev": 9.24, "de_lowest_ev": 1.7667, "e_homo_ev": -8.354}